This record from OMol25 describes an isolated molecule of C7H8 at a distorted geometry. The level of theory is ωB97M-V/def2-TZVPD.

Bonds (Å) are listed after each position.
Positions of all 15 atoms, in Å:
1 C -0.4094 0.4267 -1.4907  C2 1.505, H8 1.091, H9 1.088, H10 1.093
2 C -0.0283 -0.2259 -0.1897  C1 1.505, C3 1.477, C4 1.601, C6 1.462
3 C -0.9928 -0.5936 0.8662  C2 1.477, C4 1.517, H12 1.087, H13 1.083
4 C -0.1861 0.6637 1.1326  C2 1.601, C3 1.517, C5 1.434, H11 1.074
5 C -0.8235 1.9458 1.2120  C4 1.434, H14 1.105
6 C 1.1798 -1.0467 -0.2494  C2 1.462, C7 1.207
7 C 2.1409 -1.7730 -0.3177  C6 1.207, H15 1.071
8 H -0.5285 -0.3196 -2.2777  C1 1.091
9 H -1.3320 0.9877 -1.3539  C1 1.088
10 H 0.3769 1.1210 -1.7995  C1 1.093
11 H 0.8305 0.5472 1.4578  C4 1.074
12 H -2.0376 -0.4241 0.6184  C3 1.087
13 H -0.7907 -1.4632 1.4794  C3 1.083
14 H -0.0148 2.6787 1.3823  C5 1.105
15 H 3.0113 -2.3949 -0.3650  C7 1.071

LUMO (eV): -0.508
Energy above the lowest of the compared OMol25 structures with the same formula, charge and spin (kcal/mol): 156.4
DFT total energy (hartree): -271.282195
Net charge: 0
Gap between HOMO and LUMO (eV): 7.9

=====

This record from OMol25 describes an isolated molecule of C7H8 at a distorted geometry. The level of theory is ωB97M-V/def2-TZVPD.

Bonds (Å) are listed after each position.
Positions of all 15 atoms, in Å:
1 C 1.8776 -0.0269 -0.0180  C2 1.312, C3 1.452, C6 1.444
2 C 3.0217 -0.6662 -0.0865  C1 1.312, H8 1.075, H9 1.075
3 C 1.2123 1.2384 0.2361  C1 1.452, C4 1.512, C6 1.683, H10 1.084
4 C -0.0361 1.0736 -0.6010  C3 1.512, C5 1.515, C6 1.468, H11 1.070
5 C -0.8877 0.2697 0.3597  C4 1.515, C6 1.500, C7 1.509, H12 1.088
6 C 0.4494 -0.2213 -0.1094  C1 1.444, C3 1.683, C4 1.468, C5 1.500
7 C -2.1043 -0.4773 -0.1279  C5 1.509, H13 1.088, H14 1.089, H15 1.089
8 H 3.0659 -1.7244 -0.2703  C2 1.075
9 H 3.9521 -0.1360 0.0058  C2 1.075
10 H 1.1460 1.6356 1.2425  C3 1.084
11 H -0.2416 1.4605 -1.5770  C4 1.070
12 H -0.9842 0.6535 1.3736  C5 1.088
13 H -1.9386 -0.8618 -1.1316  C7 1.088
14 H -2.9676 0.1863 -0.1460  C7 1.089
15 H -2.3285 -1.3136 0.5322  C7 1.089

LUMO (eV): 1.021
Energy above the lowest of the compared OMol25 structures with the same formula, charge and spin (kcal/mol): 129.1
DFT total energy (hartree): -271.325728
Structure (SMILES): C=C1[C@H]2[C@@H]3[C@@H](C)[C@@]132
Net charge: 0
Gap between HOMO and LUMO (eV): 9.2

=====

This record from OMol25 describes a cluster of 2 separate species, C7H8 in total. The level of theory is ωB97M-V/def2-TZVPD.

Bonds (Å) are listed after each position.
Positions of all 15 atoms, in Å:
1 C 0.8280 1.6458 -0.5896  H8 1.069, H9 1.094, H10 1.068
2 C 0.5139 -0.7635 0.1864  C3 1.514, C6 1.366, H11 1.089
3 C -0.9565 -1.1121 0.2834  C2 1.514, C4 1.466, H12 1.097, H13 1.100
4 C -1.6270 -0.4418 1.4021  C3 1.466, C5 1.205
5 C -2.1748 0.1007 2.3281  C4 1.205, H14 1.067
6 C 1.1822 -0.8169 -1.0036  C2 1.366, C7 1.248
7 C 1.6790 -0.2173 -1.9787  C6 1.248, H15 1.071
8 H 0.0433 1.1354 -1.1056  C1 1.069
9 H 0.6891 2.7185 -0.4271  C1 1.094
10 H 1.7227 1.2140 -0.1965  C1 1.068
11 H 1.0808 -0.8264 1.1140  C2 1.089
12 H -1.4576 -0.8591 -0.6587  C3 1.097
13 H -1.0689 -2.1989 0.4080  C3 1.100
14 H -2.6635 0.5828 3.1454  C5 1.067
15 H 2.2094 -0.1612 -2.9077  C7 1.071

LUMO (eV): -0.185
Energy above the lowest of the compared OMol25 structures with the same formula, charge and spin (kcal/mol): 181.0
DFT total energy (hartree): -271.242957
Net charge: 0
Gap between HOMO and LUMO (eV): 8.1

=====

This record from OMol25 describes an isolated molecule of C7H8. The level of theory is ωB97M-V/def2-TZVPD.

Bonds (Å) are listed after each position.
Positions of all 15 atoms, in Å:
1 C 0.0785 -1.4371 0.5423  C2 1.524, H8 1.092, H9 1.098, H10 1.093
2 C -0.6000 -0.0800 0.4019  C1 1.524, C3 1.538, C6 1.709, C7 1.850, H11 1.105
3 C 0.3528 1.1100 0.1994  C2 1.538, C4 1.464, H12 1.095, H13 1.099
4 C 1.4146 0.8662 -0.7788  C3 1.464, C5 1.203
5 C 2.3298 0.6681 -1.5338  C4 1.203, H14 1.067
6 C -1.4726 -0.2036 -1.0626  C2 1.709, C7 1.257
7 C -2.3431 0.0747 -0.1994  C2 1.850, C6 1.257, H15 1.072
8 H 0.6157 -1.6659 -0.3802  C1 1.092
9 H 0.7852 -1.4341 1.3824  C1 1.098
10 H -0.6695 -2.2154 0.7150  C1 1.093
11 H -1.1045 0.1240 1.3636  C2 1.105
12 H -0.2384 1.9803 -0.1044  C3 1.095
13 H 0.8190 1.3593 1.1625  C3 1.099
14 H 3.1414 0.5044 -2.2075  C5 1.067
15 H -3.1090 0.3491 0.4994  C7 1.072

LUMO (eV): 0.870
Energy above the lowest of the compared OMol25 structures with the same formula, charge and spin (kcal/mol): 145.3
DFT total energy (hartree): -271.299884
Net charge: 0
Gap between HOMO and LUMO (eV): 10.7